No. 1
Entry from the Open Molecules 2025 dataset: 10 unconnected molecules or ions with the total composition C22H47Cl18NO2P (ωB97M-V with the def2-TZVPD basis set).

Each line ends with the Löwdin charge.
Cartesian coordinates (Å):
C  1.35  -3.78  -0.80  -0.058
C  0.63  -2.77  0.18  -0.465
O  0.23  -3.14  1.29  -0.002
N  0.36  -1.39  -0.21  -0.211
P  1.85  -0.51  -0.75  0.322
C  -0.69  -1.44  -1.23  -0.483
C  -2.19  -1.21  -0.71  -0.105
O  -0.55  -1.68  -2.43  0.017
H  1.86  -4.55  -0.14  0.037
H  0.53  -4.25  -1.44  0.091
H  2.08  -3.26  -1.48  0.051
H  2.74  -1.46  -0.06  -0.157
H  1.97  -1.24  -2.00  -0.038
H  1.09  0.56  -1.38  -0.087
H  1.85  0.27  0.48  -0.127
H  3.07  0.23  -1.13  -0.194
H  -2.62  -0.34  -1.26  0.050
H  -2.13  -1.01  0.41  0.058
H  -2.81  -2.15  -0.82  0.070
Cl  4.65  -2.26  0.11  0.605
C  4.93  -3.73  1.06  -0.640
C  4.34  -3.62  2.45  -0.670
Cl  5.22  -2.44  3.46  0.538
H  6.00  -3.93  1.09  0.064
H  4.45  -4.55  0.52  0.003
H  4.41  -4.58  2.96  0.065
H  3.29  -3.33  2.41  0.037
Cl  -7.28  1.64  -0.93  0.550
C  -6.57  0.22  -1.74  -0.646
C  -6.22  -0.89  -0.77  -0.640
Cl  -4.85  -0.44  0.28  0.614
H  -5.70  0.55  -2.31  0.074
H  -7.32  -0.14  -2.45  0.071
H  -5.92  -1.78  -1.31  0.077
H  -7.06  -1.14  -0.13  0.065
Cl  -4.79  5.08  -2.96  0.536
C  -5.23  4.86  -1.24  -0.660
C  -6.29  5.84  -0.79  -0.742
Cl  -5.67  7.52  -0.73  0.529
H  -4.33  4.94  -0.65  0.067
H  -5.61  3.84  -1.15  0.016
H  -6.63  5.59  0.21  0.057
H  -7.16  5.83  -1.45  -0.035
Cl  1.46  -4.29  4.47  0.555
C  0.19  -3.04  4.51  -0.649
C  0.54  -1.91  5.46  -0.655
Cl  0.51  -2.42  7.17  0.505
H  -0.75  -3.52  4.78  0.069
H  0.10  -2.65  3.49  0.046
H  -0.19  -1.10  5.35  0.073
H  1.53  -1.50  5.25  0.070
Cl  -9.18  5.20  -0.83  0.632
C  -10.47  6.43  -0.72  -0.625
C  -10.11  7.55  0.22  -0.656
Cl  -10.06  7.01  1.92  0.540
H  -11.39  5.92  -0.41  0.068
H  -10.62  6.82  -1.73  0.075
H  -10.86  8.34  0.16  0.072
H  -9.14  7.98  -0.02  0.064
Cl  5.87  -1.95  -3.31  0.523
C  6.10  -0.33  -4.02  -0.670
C  6.31  0.74  -2.96  -0.664
Cl  4.83  1.04  -2.01  0.584
H  5.24  -0.11  -4.65  0.067
H  6.99  -0.39  -4.66  0.061
H  6.58  1.68  -3.44  0.061
H  7.11  0.47  -2.27  0.063
Cl  2.94  -6.05  -4.63  0.546
C  3.27  -7.54  -3.70  -0.673
C  2.73  -7.46  -2.29  -0.647
Cl  3.62  -6.28  -1.29  0.603
H  4.34  -7.71  -3.71  0.065
H  2.78  -8.36  -4.23  0.067
H  2.83  -8.43  -1.80  0.069
H  1.67  -7.18  -2.27  0.071
Cl  8.24  3.13  2.83  0.521
C  7.41  2.14  4.06  -0.672
C  6.52  1.09  3.45  -0.688
Cl  5.10  1.80  2.64  0.548
H  6.85  2.81  4.72  0.064
H  8.20  1.66  4.65  0.067
H  6.14  0.42  4.22  0.049
H  7.05  0.48  2.71  0.067
Cl  0.29  3.12  -1.97  0.549
C  -0.52  3.61  -0.46  -0.667
C  0.47  3.94  0.64  -0.663
Cl  1.35  2.51  1.25  0.563
H  -1.20  2.81  -0.16  0.065
H  -1.11  4.49  -0.70  0.058
H  -0.06  4.37  1.49  0.061
H  1.21  4.67  0.30  0.063

2S+1 ... 1
E_HOMO ... -3.221 eV
HOMO-LUMO gap ... 4.900 eV
Net charge ... -1
LUMO energy ... 1.7 eV

No. 2
Entry from the Open Molecules 2025 dataset: 5 unconnected molecules or ions with the total composition C22H47FN3O4S2 (ωB97M-V with the def2-TZVPD basis set).

Each line ends with the Löwdin charge.
Cartesian coordinates (Å):
C  -1.41  3.42  -0.88  -0.141
C  -1.79  2.80  -2.21  -0.224
C  -2.23  1.30  -2.13  -0.188
N  -1.87  0.65  -0.85  -0.059
N  -1.03  -0.52  -1.01  -0.261
C  -0.83  -1.07  0.35  -0.074
S  0.43  -0.13  -1.67  0.587
O  0.82  1.22  -1.45  -0.225
O  1.45  -1.03  -1.29  -0.248
F  0.30  -0.30  -3.20  -0.104
H  -0.91  4.37  -1.09  0.075
H  -0.70  2.83  -0.30  0.031
H  -2.28  3.62  -0.25  0.063
H  -0.93  2.83  -2.88  0.098
H  -2.61  3.38  -2.63  0.104
H  -3.32  1.32  -2.16  0.114
H  -1.92  0.73  -3.01  0.107
H  -2.74  0.28  -0.47  0.117
H  -1.80  -1.44  0.69  0.097
H  -0.12  -1.89  0.35  0.068
H  -0.56  -0.24  1.00  0.081
C  0.94  -5.50  -1.11  -0.077
C  -0.20  -4.69  -1.70  -0.289
O  -0.06  -3.31  -1.36  -0.126
H  0.97  -5.39  -0.03  0.080
H  0.84  -6.56  -1.36  0.080
H  1.90  -5.15  -1.50  0.065
H  -1.15  -5.04  -1.30  0.116
H  -0.23  -4.79  -2.79  0.097
H  0.78  -3.00  -1.72  0.051
C  -3.12  -6.44  -6.37  -0.093
C  -1.97  -6.30  -7.14  -0.093
C  -1.03  -5.33  -6.81  -0.094
C  -1.24  -4.50  -5.71  -0.107
C  -2.39  -4.65  -4.95  -0.110
C  -3.33  -5.61  -5.28  -0.096
H  -3.85  -7.19  -6.63  0.102
H  -1.80  -6.95  -7.99  0.102
H  -0.14  -5.21  -7.41  0.101
H  -0.50  -3.75  -5.46  0.097
H  -2.55  -4.00  -4.09  0.097
H  -4.23  -5.72  -4.68  0.100
C  5.91  -3.65  -1.39  -0.269
S  5.55  -3.50  0.36  0.800
O  5.26  -4.86  0.88  -0.549
C  3.98  -2.66  0.17  -0.280
H  6.84  -4.20  -1.50  0.051
H  5.10  -4.20  -1.88  0.054
H  6.01  -2.66  -1.83  0.053
H  3.30  -3.27  -0.43  0.036
H  4.14  -1.69  -0.32  0.050
H  3.55  -2.50  1.16  0.051
C  2.13  4.64  5.87  -0.088
C  1.77  3.59  4.81  -0.214
C  0.99  4.16  3.63  -0.108
N  -0.52  4.01  3.70  -0.254
C  -0.92  2.64  3.24  0.023
C  -1.11  4.29  5.07  -0.099
C  -1.24  5.80  5.11  -0.140
C  -1.79  6.12  3.73  -0.130
C  -1.17  5.07  2.80  -0.075
H  1.28  4.94  6.47  0.063
H  2.88  4.24  6.55  0.085
H  2.56  5.53  5.40  0.086
H  1.26  2.74  5.27  0.110
H  2.71  3.21  4.41  0.122
H  1.28  3.66  2.71  0.137
H  1.20  5.22  3.50  0.131
H  -0.47  1.91  3.91  0.113
H  -0.56  2.51  2.22  0.099
H  -2.00  2.57  3.26  0.113
H  -2.10  3.83  5.09  0.143
H  -0.51  3.85  5.85  0.121
H  -0.26  6.27  5.26  0.113
H  -1.89  6.13  5.91  0.132
H  -1.57  7.13  3.42  0.125
H  -2.88  6.01  3.72  0.123
H  -0.41  5.49  2.15  0.133
H  -1.92  4.58  2.19  0.120

2S+1 ... 1
E_HOMO ... -10.219 eV
HOMO-LUMO gap ... 7.839 eV
Net charge ... +1
LUMO energy ... -2.4 eV

No. 3
Entry from the Open Molecules 2025 dataset: a molecular structure, C22H47MnNO4Si2 (ωB97M-V with the def2-TZVPD basis set).

Each line ends with the Löwdin spin population.
Cartesian coordinates (Å):
O  4.16  -0.24  -0.69  0.001
O  5.13  -0.19  -2.87  0.000
C  4.27  0.92  0.22  0.000
C  3.28  0.91  1.36  0.000
H  4.15  1.82  -0.40  0.000
H  5.31  0.92  0.59  0.000
H  2.24  0.75  1.05  0.000
H  3.36  1.90  1.83  0.000
H  3.54  0.20  2.15  0.000
C  3.51  -1.51  -0.20  0.000
C  4.53  -2.58  -0.41  0.000
H  2.58  -1.67  -0.76  0.000
H  3.23  -1.36  0.84  0.000
H  4.88  -2.57  -1.46  0.000
H  4.12  -3.55  -0.14  0.000
H  5.40  -2.37  0.22  0.000
C  4.31  -0.59  -4.04  0.001
C  6.19  0.81  -3.17  0.000
C  3.74  -1.97  -3.84  0.000
H  4.99  -0.58  -4.90  0.000
H  3.53  0.16  -4.24  0.001
H  4.51  -2.69  -3.54  0.000
H  3.33  -2.29  -4.81  0.000
H  2.91  -1.98  -3.14  0.000
C  7.51  0.24  -2.69  0.000
H  5.92  1.77  -2.70  0.000
H  6.15  0.93  -4.26  0.000
H  7.46  -0.07  -1.64  0.000
H  8.29  1.00  -2.78  0.000
H  7.82  -0.62  -3.32  0.000
H  4.82  -0.29  -1.76  0.000
Mn  -0.50  1.72  -0.78  4.388
C  0.58  1.95  -2.37  0.075
Si  1.33  3.35  -3.41  0.022
H  0.47  1.05  -3.02  0.019
H  1.50  1.67  -1.74  0.018
C  2.67  4.21  -2.36  0.002
C  -0.20  4.31  -3.95  0.004
C  2.44  2.63  -4.79  0.006
C  -0.22  3.53  0.08  0.038
Si  -1.98  3.90  0.59  0.036
H  0.20  4.17  -0.72  0.010
H  0.50  3.49  0.91  0.011
C  -2.86  4.66  -0.89  0.006
C  -2.02  5.06  2.07  0.008
C  -2.92  2.29  0.95  0.033
H  2.53  3.27  -5.68  0.001
H  2.09  1.65  -5.11  0.001
H  3.46  2.49  -4.39  0.000
H  2.34  4.43  -1.33  0.000
H  3.04  5.14  -2.81  0.000
H  3.53  3.52  -2.29  0.000
H  -0.81  4.60  -3.09  0.001
H  -0.81  3.65  -4.59  0.000
H  0.04  5.22  -4.53  0.001
H  -1.12  5.69  2.08  0.000
H  -2.06  4.50  3.01  0.000
H  -2.90  5.71  2.03  0.001
H  -2.27  1.48  1.31  0.006
H  -3.46  1.94  0.06  0.003
H  -3.67  2.49  1.73  0.005
H  -3.71  5.25  -0.52  0.000
H  -3.24  3.90  -1.57  0.002
H  -2.19  5.32  -1.45  0.000
O  0.39  -1.98  0.55  0.024
C  -0.21  -0.94  0.24  0.020
O  0.14  0.28  0.55  0.065
C  -1.43  -1.00  -0.64  0.044
C  -2.26  -2.10  -0.81  -0.005
C  -3.35  -1.98  -1.67  0.044
C  -3.50  -0.80  -2.42  0.000
C  -2.62  0.26  -2.24  0.047
N  -1.63  0.16  -1.31  0.049
H  -2.02  -3.00  -0.24  -0.001
H  -4.07  -2.80  -1.75  0.003
H  -4.30  -0.70  -3.14  -0.001
H  -2.65  1.20  -2.80  0.006

2S+1 ... 6
E_HOMO (alpha / beta) ... -4.232 / -6.665 eV
ΔE to the lowest compared entry with this formula, charge and spin ... 66.0 kcal per mole
HOMO-LUMO gap (alpha / beta) ... 4.302 / 6.732 eV
Net charge ... 0
LUMO energy (alpha / beta) ... 0.1 / 0.1 eV